Run i
C18H54O9 | ωB97M-V/def2-TZVPD

Values from the calculation:
Charge = 0
SMILES = CCO.CCO.CCO.CCO.CCO.CCO.CCO.CCO.CCO

Each line ends with the Mulliken charge.
Cartesian coordinates (Å):
C: 7.379 9.613 4.921  -1.02
C: 7.592 8.128 5.159  -0.07
O: 6.333 7.533 5.504  -0.52
H: 8.348 10.027 4.631  0.32
H: 6.960 10.077 5.811  0.20
H: 6.732 9.782 4.061  0.35
H: 8.276 7.853 5.962  0.22
H: 7.956 7.720 4.210  0.27
H: 6.423 6.890 6.209  0.24
C: 0.940 9.325 10.062  -0.43
C: 0.069 9.528 11.306  -0.22
O: -0.828 10.630 11.105  -0.56
H: 0.390 9.491 9.141  0.39
H: 1.402 8.338 10.028  -0.14
H: 1.726 10.077 10.200  0.26
H: 0.656 9.695 12.208  0.18
H: -0.598 8.667 11.394  0.26
H: -0.346 11.450 11.251  0.32
C: 2.422 6.885 13.232  -0.79
C: 2.012 5.571 12.548  -0.35
O: 2.570 5.487 11.250  -0.39
H: 3.369 6.780 13.765  0.38
H: 1.714 7.053 14.058  0.47
H: 2.397 7.783 12.625  -0.04
H: 0.918 5.524 12.519  0.36
H: 2.312 4.702 13.134  0.24
H: 1.914 5.659 10.552  0.24
C: 2.000 4.817 7.990  -0.95
C: 1.102 6.006 8.128  -0.22
O: 0.502 5.974 9.482  -0.66
H: 2.344 4.844 6.946  0.36
H: 1.452 3.877 8.086  0.35
H: 2.884 4.766 8.619  0.10
H: 0.273 6.000 7.428  0.48
H: 1.704 6.915 8.102  0.18
H: -0.401 6.291 9.411  0.29
C: 3.774 10.850 13.264  -1.38
C: 4.436 10.073 12.141  0.41
O: 5.448 9.221 12.631  -0.60
H: 4.535 11.422 13.795  0.36
H: 3.355 10.159 14.006  0.31
H: 2.923 11.419 12.891  0.31
H: 4.869 10.838 11.476  0.31
H: 3.670 9.601 11.517  -0.13
H: 5.419 8.438 12.050  0.43
C: 7.222 2.791 8.396  -1.21
C: 6.278 3.881 8.909  0.50
O: 5.269 3.965 7.895  -0.50
H: 7.442 2.862 7.332  0.32
H: 6.939 1.756 8.615  0.38
H: 8.221 2.803 8.862  0.25
H: 6.801 4.834 9.010  -0.25
H: 5.959 3.675 9.937  0.17
H: 4.869 3.093 7.815  0.32
C: 6.171 7.932 9.121  -0.53
C: 5.073 7.120 9.773  0.84
O: 5.369 6.721 11.120  -0.75
H: 6.555 8.796 9.658  0.30
H: 5.726 8.227 8.170  0.24
H: 6.990 7.226 8.961  -0.21
H: 4.988 6.180 9.215  -0.14
H: 4.072 7.566 9.759  -0.14
H: 4.575 6.317 11.492  0.23
C: 9.580 9.832 8.794  -0.61
C: 8.949 11.091 9.319  -0.36
O: 7.773 11.373 8.537  -0.47
H: 8.920 8.972 8.855  -0.09
H: 10.510 9.674 9.353  0.37
H: 9.957 9.954 7.776  0.28
H: 9.605 11.964 9.236  0.43
H: 8.721 10.980 10.386  0.26
H: 7.576 12.307 8.658  0.26
C: 11.395 5.665 10.345  -1.29
C: 10.034 5.042 10.058  0.48
O: 9.578 4.411 11.261  -0.51
H: 11.916 5.856 9.401  0.32
H: 12.024 4.955 10.882  0.47
H: 11.306 6.589 10.910  0.28
H: 10.069 4.273 9.276  0.11
H: 9.252 5.714 9.704  -0.13
H: 10.329 4.036 11.721  0.28

=====

Run ii
C18H54O9 | ωB97M-V/def2-TZVPD

Values from the calculation:
Charge = 0

Each line ends with the Mulliken charge.
Cartesian coordinates (Å):
C: -3.228 2.253 4.229  -0.81
C: -2.620 3.209 3.243  0.17
O: -1.485 3.835 3.909  -0.45
H: -4.245 2.039 3.660  0.25
H: -3.266 2.937 5.233  0.25
H: -2.526 1.464 4.358  0.17
H: -3.336 3.914 2.898  0.38
H: -2.035 2.778 2.303  -0.10
H: -1.246 4.309 3.257  0.16
C: -2.262 -0.662 -4.740  -0.74
C: -1.140 -0.288 -3.785  0.29
O: -1.694 0.556 -2.605  -0.62
H: -2.049 -1.141 -5.726  0.35
H: -3.113 0.146 -4.878  0.25
H: -2.735 -1.643 -4.280  -0.06
H: -0.337 0.418 -4.165  0.22
H: -0.734 -1.148 -3.285  0.01
H: -0.921 0.773 -1.966  0.33
C: -2.655 -1.247 3.001  -1.11
C: -2.748 -1.888 1.574  0.01
O: -3.729 -2.961 1.566  -0.62
H: -1.928 -0.566 3.007  0.29
H: -2.570 -2.001 3.637  0.40
H: -3.800 -0.847 3.049  0.18
H: -1.917 -2.316 1.376  0.25
H: -3.074 -1.218 0.740  0.25
H: -3.563 -3.423 0.740  0.34
C: 2.960 0.390 3.944  -0.93
C: 2.264 1.377 4.797  0.04
O: 1.389 0.675 5.784  -0.56
H: 3.979 0.563 3.324  0.26
H: 2.158 -0.004 3.418  0.13
H: 3.500 -0.394 4.382  0.39
H: 1.433 2.280 4.224  0.03
H: 2.869 1.846 5.511  0.31
H: 0.759 1.359 6.078  0.32
C: 4.036 1.967 -1.547  -1.77
C: 3.736 0.904 -2.472  0.19
O: 2.324 0.777 -2.481  -0.51
H: 4.915 2.035 -1.265  0.69
H: 3.608 1.827 -0.519  0.25
H: 3.636 2.780 -1.835  0.48
H: 4.023 -0.129 -2.026  0.14
H: 4.000 0.921 -3.563  0.27
H: 2.152 0.061 -3.036  0.18
C: 0.508 4.406 0.620  -0.86
C: 0.394 5.912 0.964  -0.66
O: -0.471 5.991 2.210  -0.48
H: 1.027 4.334 -0.165  0.72
H: -0.486 3.967 0.430  0.19
H: 0.834 3.774 1.552  0.04
H: 0.195 6.586 0.172  0.42
H: 1.307 6.268 1.198  0.40
H: -0.447 6.826 2.523  0.22
C: 3.409 -3.826 -2.798  -1.01
C: 2.971 -4.651 -4.034  -0.14
O: 2.488 -3.833 -5.076  -0.53
H: 3.631 -4.328 -2.028  0.64
H: 2.674 -3.016 -2.494  0.02
H: 4.434 -3.187 -2.832  0.25
H: 2.289 -5.566 -3.573  0.18
H: 3.839 -5.313 -4.090  0.28
H: 2.372 -4.223 -6.068  0.33
C: -1.730 -4.293 -1.741  -0.97
C: -3.046 -3.498 -1.910  -0.36
O: -4.016 -3.979 -0.983  -0.53
H: -1.951 -5.252 -1.978  0.49
H: -1.482 -4.421 -0.634  0.21
H: -0.987 -3.697 -2.263  0.16
H: -3.467 -3.587 -2.959  0.40
H: -2.829 -2.483 -2.070  0.28
H: -4.789 -3.729 -1.458  0.29
C: 0.445 -0.998 -0.093  -0.88
C: 0.327 0.381 0.438  -0.04
O: 0.401 1.318 -0.601  -0.42
H: -0.515 -1.544 -0.462  -0.23
H: 0.484 -1.644 0.809  0.44
H: 1.316 -1.213 -0.661  0.45
H: 1.304 0.345 1.007  0.02
H: -0.339 0.593 1.203  0.47
H: 1.124 1.066 -1.228  0.26

=====

The least stable of them is run ii.

=====

Run i
C11H20OSi | ωB97M-V/def2-TZVPD

Values from the calculation:
Charge = 0
SMILES = CC1=C(C)[C@@H](C)C([Si](C)(C)O)=C1C

Each line ends with the Mulliken charge.
Cartesian coordinates (Å):
C: -1.812 -0.752 -0.080  0.91
C: -0.481 -1.153 0.180  0.15
C: -1.808 0.554 -0.531  -0.32
C: 0.354 -0.136 -0.189  0.11
C: -0.431 1.048 -0.600  0.63
C: -3.022 -1.657 0.037  -1.62
C: -0.230 -2.423 0.951  -1.62
C: -3.041 1.288 -0.882  -1.07
C: -0.344 2.143 0.594  -1.57
C: 3.120 -0.325 1.393  -0.94
C: 3.140 1.411 -1.003  -1.36
O: 2.545 -1.343 -1.348  -0.72
Si: 2.193 -0.161 -0.189  0.36
H: -0.077 1.625 -1.509  0.51
H: -3.488 -1.607 0.972  0.33
H: -2.758 -2.745 -0.149  0.31
H: -3.859 -1.360 -0.636  0.42
H: -0.829 -3.184 0.469  0.44
H: -0.450 -2.204 2.021  0.29
H: 0.824 -2.621 1.018  0.33
H: -3.033 2.291 -0.250  0.22
H: -3.899 0.576 -0.684  0.28
H: -3.027 1.746 -1.931  0.25
H: -0.621 1.578 1.471  0.39
H: -1.125 2.827 0.298  0.43
H: 0.606 2.536 0.636  0.43
H: 2.983 -1.336 1.890  0.28
H: 4.126 -0.129 1.130  0.28
H: 2.674 0.405 2.048  0.31
H: 4.164 1.193 -1.087  0.41
H: 2.802 1.460 -1.969  0.37
H: 2.952 2.326 -0.530  0.40
H: 1.851 -1.870 -1.543  0.37

=====

Run ii
C11H20OSi | ωB97M-V/def2-TZVPD

Values from the calculation:
Charge = 0
SMILES = CC[Si](CC)(CC)c1occc1C

Each line ends with the Mulliken charge.
Cartesian coordinates (Å):
C: -2.110 -2.654 -0.723  -0.94
C: -1.843 -2.059 -1.922  -0.58
C: -1.434 -1.880 0.293  1.27
C: -0.814 -0.890 -0.394  -0.04
C: -1.553 -1.997 1.828  -1.25
C: 2.103 2.187 -1.625  -1.16
C: 2.429 -1.502 0.476  -1.26
C: -1.670 2.665 0.471  -1.16
C: 0.908 1.175 -1.672  -0.62
C: 1.839 -0.241 1.129  -0.20
C: -0.563 1.837 1.209  -0.55
O: -1.024 -1.011 -1.754  -0.29
Si: 0.361 0.546 0.158  -0.37
H: -2.898 -3.277 -0.577  0.44
H: -2.206 -2.332 -2.862  0.57
H: -2.014 -1.179 2.382  0.24
H: -2.191 -2.894 1.907  0.37
H: -0.578 -2.210 2.159  0.34
H: 1.896 3.176 -1.083  0.24
H: 2.889 1.706 -1.077  0.33
H: 2.375 2.302 -2.824  0.29
H: 2.463 -2.224 1.344  0.29
H: 1.718 -1.902 -0.219  0.30
H: 3.326 -1.396 0.029  0.44
H: -1.145 3.039 -0.475  0.22
H: -2.396 1.962 0.140  0.32
H: -2.084 3.435 1.110  0.40
H: 1.212 0.307 -2.374  0.39
H: 0.134 1.643 -2.282  0.53
H: 2.693 0.386 1.555  0.41
H: 1.091 -0.604 1.855  0.16
H: -1.007 1.337 2.077  0.42
H: 0.090 2.549 1.741  0.47

=====

The least stable of them is run ii.